(i)
The following is a DFT calculation (ωB97M-V/def2-TZVPD) of 9 unconnected molecules or ions with the total composition C18H36Br18.

total charge = 0
2S+1 = 1
HOMO energy = -9.9 eV
LUMO = 0.104 eV
Kohn-Sham gap = 9.999 eV

Positions of all 72 atoms, in Å:
C (-4.470, 1.570, 3.633)
H (-1.592, -0.591, -0.490)
H (2.010, -6.914, -0.007)
Br (0.970, -4.212, -3.753)
H (-0.312, -6.231, 0.882)
H (0.077, 3.899, 3.963)
C (0.380, 5.920, 3.344)
C (-0.230, 1.005, -0.748)
H (-0.619, 2.081, -8.239)
H (4.024, 1.273, -2.516)
Br (-2.754, -4.637, -1.122)
C (1.172, 1.243, 5.014)
Br (3.437, 3.479, -1.393)
C (1.161, -2.685, -2.447)
H (0.025, -1.190, -0.255)
Br (0.323, -3.610, 1.105)
C (2.172, 0.138, 4.665)
H (-5.024, 2.442, 3.981)
H (0.703, -1.808, -2.904)
Br (2.984, 0.661, 2.864)
C (-3.670, -2.700, 0.890)
H (-2.856, 2.535, 2.662)
H (2.906, 0.040, 5.465)
H (-4.163, -2.413, 1.819)
C (-0.089, 2.147, -7.289)
Br (-4.182, -1.411, -0.584)
Br (-0.398, 6.822, 4.894)
H (0.735, 1.352, -0.379)
H (0.127, -5.430, -0.631)
Br (0.423, 3.738, 1.397)
C (1.835, -6.049, 0.632)
Br (0.238, 0.901, 6.686)
Br (3.070, 0.758, -5.088)
C (3.073, 2.384, -4.038)
H (0.559, -2.975, -1.587)
Br (-5.173, 0.999, 1.840)
H (0.505, 1.398, 4.166)
H (1.642, -0.811, 4.592)
H (0.217, 6.540, 2.462)
H (0.356, 1.249, -5.321)
H (1.461, 5.843, 3.459)
H (-4.605, 0.702, 4.279)
C (3.182, 1.952, -2.653)
Br (-0.471, 3.815, -6.387)
H (-3.420, -4.855, 1.259)
Br (-0.316, 0.890, -2.749)
H (-2.593, 0.855, 3.286)
Br (2.150, -6.549, 2.543)
H (3.243, -1.966, -2.832)
H (3.844, 3.022, -4.470)
C (-0.614, -0.324, -0.089)
H (-4.817, -4.440, 0.245)
C (-0.201, 4.509, 3.104)
Br (0.830, -0.608, -7.038)
Br (2.906, -1.184, -0.475)
H (2.241, 1.461, -2.404)
H (2.101, 2.870, -4.116)
C (0.383, -5.528, 0.424)
H (0.941, 2.329, -7.596)
H (3.090, -3.432, -1.773)
H (-1.107, 0.620, -6.048)
H (-1.050, 1.682, -0.508)
H (1.766, 2.151, 5.122)
C (-0.102, 0.978, -6.273)
H (-1.291, 4.503, 3.112)
H (2.624, -5.351, 0.352)
C (-3.777, -4.198, 0.466)
Br (-0.740, -0.086, 1.899)
C (2.681, -2.457, -2.038)
H (-2.602, -2.545, 1.038)
C (-3.023, 1.837, 3.482)
Br (-2.302, 2.603, 5.216)

Atomic partial charges in e from the Mulliken method, atoms 1 to 2: number 1, C, carries -0.66; number 2, H, carries 0.05

(ii)
The following is a DFT calculation (ωB97M-V/def2-TZVPD) of 9 unconnected molecules or ions with the total composition C18H36Br18.

total charge = 0
2S+1 = 1
HOMO energy = -9.9 eV
LUMO = 0.013 eV
Kohn-Sham gap = 9.934 eV

Positions of all 72 atoms, in Å:
C (-2.823, -1.879, 3.343)
Br (1.345, -5.185, -1.984)
H (-1.896, -1.453, 2.976)
H (2.383, 0.538, -5.117)
H (-3.139, 4.392, 1.540)
H (4.727, -2.491, 3.332)
Br (4.084, -0.153, 2.943)
C (-2.704, -2.518, 4.690)
Br (-2.595, -3.417, -3.456)
H (-0.790, -6.484, -0.447)
Br (1.469, 7.970, -2.593)
H (-2.805, 4.910, 3.232)
H (-1.454, -3.691, -1.278)
C (1.697, 6.127, -2.074)
H (-1.523, 1.988, -2.309)
C (-1.250, -4.175, -2.224)
H (2.527, -2.716, 2.423)
C (2.673, 1.526, -4.767)
Br (-1.113, -3.619, 4.693)
H (-3.844, 2.798, -1.820)
Br (1.037, -6.465, 2.063)
C (-1.308, -6.692, 0.484)
C (3.938, -1.899, 3.784)
H (-0.713, 4.096, 1.141)
C (-0.763, -5.855, 1.603)
Br (-3.163, -6.221, 0.107)
H (1.891, -0.090, -0.848)
Br (-1.395, 2.253, 2.685)
C (-3.299, 3.138, -2.692)
H (0.279, 0.558, -0.970)
Br (-4.016, -0.345, 3.443)
H (-1.245, -7.754, 0.692)
Br (1.291, 2.081, -3.538)
H (-0.666, -4.798, 1.373)
H (-0.355, 4.495, 2.827)
C (0.103, -3.882, -2.797)
H (1.638, -0.497, 1.579)
C (2.592, -2.477, 3.483)
H (-3.214, -2.569, 2.601)
H (-1.312, -5.950, 2.535)
Br (-3.005, 0.476, -3.527)
H (-1.484, -5.230, -2.238)
H (0.037, 0.213, 1.585)
Br (1.774, 6.367, 0.788)
H (1.402, 5.497, -2.914)
C (3.981, 1.442, -4.007)
H (0.156, -4.089, -3.855)
H (0.478, -2.920, -2.474)
H (1.758, -1.831, 3.744)
Br (-2.519, 4.854, -2.187)
C (0.916, 5.746, -0.837)
H (0.868, 4.657, -0.817)
C (-1.104, 4.091, 2.155)
H (2.780, 2.174, -5.632)
H (-4.000, 3.347, -3.493)
C (1.107, 0.407, -0.281)
Br (-0.083, -1.991, 0.556)
H (-3.561, -3.162, 4.865)
H (2.754, 5.918, -1.920)
H (3.917, 0.827, -3.118)
H (-2.629, -1.789, 5.488)
H (-0.095, 6.136, -0.804)
H (4.132, -1.808, 4.849)
Br (5.334, 0.655, -5.148)
Br (-2.175, 6.646, 1.623)
H (-1.656, 2.592, -3.975)
H (4.337, 2.437, -3.761)
C (-2.413, 4.812, 2.227)
C (-2.206, 2.204, -3.126)
Br (2.342, -4.131, 4.445)
Br (1.807, 2.164, 0.169)
C (0.760, -0.306, 0.967)

Atomic partial charges in e from the Mulliken method, atoms 1 to 2: number 1, C, carries -0.07; number 2, Br, carries -0.17

Most stable: (ii). Least stable: (i).

(i)
The following is a DFT calculation (ωB97M-V/def2-TZVPD) of C3H9N2OP in the gas phase.

total charge = 0
2S+1 = 1
HOMO energy = -8.7 eV
LUMO = 0.778 eV
Kohn-Sham gap = 9.477 eV

Positions of all 16 atoms, in Å:
H (-3.377, 0.988, 0.172)
H (1.693, 1.805, -0.760)
H (1.458, -1.737, 0.709)
H (-0.155, -2.033, -0.084)
C (-0.410, 0.741, 0.320)
N (-1.551, -0.481, 0.870)
H (2.664, 1.010, 0.485)
H (-1.806, -0.245, 1.814)
C (0.869, -1.380, -0.080)
P (-2.950, -0.353, -0.182)
H (-2.188, 0.250, -1.233)
C (1.943, 0.851, -0.294)
O (-0.709, 1.887, 0.281)
H (1.419, -1.654, -1.031)
N (0.735, 0.041, 0.098)
H (2.367, 0.310, -1.085)

Atomic partial charges in e from the Mulliken method, atoms 1 to 2: number 1, H, carries 0.05; number 2, H, carries 0.34

(ii)
The following is a DFT calculation (ωB97M-V/def2-TZVPD) of C3H9N2OP in the gas phase.

total charge = 0
2S+1 = 1
HOMO energy = -9.4 eV
LUMO = 0.773 eV
Kohn-Sham gap = 10.150 eV

Positions of all 16 atoms, in Å:
H (-1.415, 1.735, -0.546)
H (0.854, -0.160, 3.555)
O (1.496, 0.951, 1.441)
H (1.692, -1.465, -1.521)
C (0.621, 0.122, 1.566)
C (0.036, 0.162, -0.815)
H (-0.261, -1.245, 2.847)
H (0.840, -0.451, -3.034)
N (-0.086, -0.392, 0.513)
H (-0.910, -0.942, 0.700)
H (0.896, 0.840, -0.781)
H (-1.094, 1.323, -2.237)
H (-2.083, 0.249, -1.243)
C (-1.222, 0.916, -1.236)
N (0.239, -0.375, 2.787)
P (0.398, -1.268, -1.996)

Atomic partial charges in e from the Mulliken method, atoms 1 to 2: number 1, H, carries 0.33; number 2, H, carries 0.25

Most stable: (ii). Least stable: (i).

(i)
The following is a DFT calculation (ωB97M-V/def2-TZVPD) of a molecular structure, C5H16N2O.

total charge = 0
2S+1 = 1
HOMO energy = -7.1 eV
LUMO = 0.933 eV
Kohn-Sham gap = 8.051 eV

Positions of all 24 atoms, in Å:
H (2.060, 0.438, 1.983)
N (1.729, 0.317, -2.253)
H (0.235, -0.801, -3.144)
H (2.480, -0.317, -2.499)
H (1.342, -1.076, 2.568)
C (0.488, -0.379, -2.161)
H (-0.509, -2.904, -0.303)
C (-1.964, 1.354, 0.590)
H (-0.976, 0.028, 1.882)
H (-0.301, 0.326, -1.870)
H (1.965, 0.755, -1.370)
H (-1.450, -1.432, -0.653)
O (0.555, -1.442, -1.204)
N (-0.033, 0.506, 2.172)
C (-0.688, 1.872, 0.908)
C (1.204, -0.231, 1.888)
H (-0.065, 0.826, 3.136)
H (-1.019, -2.561, -1.975)
H (1.150, -0.603, 0.865)
H (-2.809, 1.680, 1.191)
H (-2.206, 1.190, -0.454)
C (-0.678, -2.112, -1.032)
H (0.068, 1.868, 0.130)
H (-0.578, 2.698, 1.604)

Atomic partial charges in e from the Mulliken method, atoms 1 to 2: number 1, H, carries 0.33; number 2, N, carries -0.64

(ii)
The following is a DFT calculation (ωB97M-V/def2-TZVPD) of 2 unconnected molecules or ions with the total composition C5H16N2O.

total charge = 0
2S+1 = 1
HOMO energy = -8.9 eV
LUMO = 0.886 eV
Kohn-Sham gap = 9.765 eV

Positions of all 24 atoms, in Å:
H (1.446, 0.038, 1.748)
C (0.996, -0.412, -1.278)
O (0.873, -3.523, 0.014)
H (1.363, -3.613, -0.816)
C (1.271, -0.831, 1.120)
H (0.493, -2.625, -0.007)
H (-0.109, 2.784, 0.141)
N (-2.896, 0.986, 0.290)
H (0.466, -0.996, -2.012)
C (0.474, 1.965, 0.541)
N (0.288, -0.548, 0.003)
H (1.019, 0.619, -1.623)
H (0.874, -1.593, 1.792)
H (1.409, 1.886, -0.004)
C (-1.647, 0.877, -0.489)
H (2.186, -1.235, 0.700)
H (2.024, -0.767, -1.315)
C (-0.411, 0.690, 0.438)
H (-3.453, 1.760, -0.045)
H (-0.835, 0.524, 1.424)
H (0.715, 2.138, 1.584)
H (-3.388, 0.113, 0.160)
H (-1.440, 1.714, -1.167)
H (-1.717, 0.048, -1.195)

Atomic partial charges in e from the Mulliken method, atoms 1 to 2: number 1, H, carries 0.35; number 2, C, carries -1.20

(iii)
The following is a DFT calculation (ωB97M-V/def2-TZVPD) of 2 unconnected molecules or ions with the total composition C5H16N2O.

total charge = 0
2S+1 = 1
HOMO energy = -7.9 eV
LUMO = 0.950 eV
Kohn-Sham gap = 8.895 eV

Positions of all 24 atoms, in Å:
C (-0.975, -2.242, 0.153)
H (-0.287, 1.330, 2.866)
H (-1.908, -0.965, -1.783)
H (1.375, -1.311, 0.585)
H (-0.203, -0.426, 2.786)
H (1.766, 0.664, 1.649)
H (-2.058, -2.318, 0.010)
O (0.793, 1.858, -2.571)
H (1.052, 2.703, 0.883)
H (1.328, -0.106, -0.738)
C (-0.326, 0.479, 2.183)
N (0.614, 1.914, 0.430)
H (-0.510, 0.345, -1.892)
H (-1.293, 0.388, 1.716)
H (-0.375, 2.103, 0.317)
H (0.776, 2.002, -1.608)
C (0.793, 0.634, 1.161)
H (-0.532, -3.101, -0.377)
N (-0.521, -0.948, -0.272)
H (-0.298, -1.323, -2.326)
C (-0.884, -0.652, -1.666)
H (-0.829, -2.358, 1.224)
C (0.784, -0.521, 0.111)
H (1.717, 1.851, -2.842)

Atomic partial charges in e from the Mulliken method, atoms 1 to 2: number 1, C, carries -1.16; number 2, H, carries 0.42

Most stable: (iii). Least stable: (i).

(i)
The following is a DFT calculation (ωB97M-V/def2-TZVPD) of 2 unconnected molecules or ions with the total composition C5H16N2O.

total charge = 0
2S+1 = 1
HOMO energy = -8.6 eV
LUMO = 0.791 eV
Kohn-Sham gap = 9.365 eV

Positions of all 24 atoms, in Å:
H (-2.402, 3.333, 1.119)
H (0.724, 0.822, 0.710)
H (-0.388, 2.573, -0.105)
H (2.717, -0.307, 0.417)
C (2.694, -1.265, 0.943)
H (-0.583, 0.555, 1.819)
H (2.931, -1.144, 1.996)
C (-0.341, 0.616, 0.754)
C (-1.130, 1.849, 0.272)
N (1.337, -1.875, 0.883)
C (-0.700, -0.722, 0.028)
H (-0.745, -0.779, -3.502)
H (3.362, -1.965, 0.457)
O (-0.673, -0.002, -4.086)
H (0.794, -1.585, 1.674)
N (-1.898, 2.489, 1.305)
H (1.271, -1.070, -1.033)
C (0.557, -1.495, -0.320)
H (-1.994, 2.047, 2.203)
H (-1.251, -0.442, -0.869)
H (-1.512, 0.410, -3.897)
H (-1.312, -1.287, 0.727)
H (0.224, -2.404, -0.846)
H (-1.686, 1.649, -0.652)

Atomic partial charges in e from the Mulliken method, atoms 1 to 2: number 1, H, carries 0.15; number 2, H, carries 0.15

(ii)
The following is a DFT calculation (ωB97M-V/def2-TZVPD) of 2 unconnected molecules or ions with the total composition C5H16N2O.

total charge = 0
2S+1 = 1
HOMO energy = -7.8 eV
LUMO = 0.631 eV
Kohn-Sham gap = 8.460 eV

Positions of all 24 atoms, in Å:
C (1.824, 0.273, 1.234)
H (1.691, 0.730, -5.061)
H (1.529, -0.508, -0.739)
C (-1.044, -0.247, -0.153)
H (-0.754, 2.554, 0.023)
H (-0.910, 0.889, 1.673)
C (-1.548, 0.860, 0.797)
N (-1.683, 2.187, 0.217)
H (-0.530, 0.200, -0.996)
H (1.840, -1.758, 0.564)
H (-2.504, 0.555, 1.169)
H (0.195, 1.056, -4.977)
H (1.867, -0.075, 2.258)
H (1.176, 1.134, 1.211)
H (-1.892, -0.853, -0.487)
H (-2.136, 2.151, -0.689)
H (-0.889, -1.188, 2.348)
O (0.810, 0.348, -5.175)
H (-1.173, -2.645, 1.389)
C (-0.442, -1.870, 1.616)
C (1.343, -0.834, 0.285)
H (2.860, 0.562, 1.030)
N (-0.062, -1.191, 0.387)
H (0.432, -2.329, 2.076)

Atomic partial charges in e from the Mulliken method, atoms 1 to 2: number 1, C, carries -0.89; number 2, H, carries 0.32

Most stable: (ii). Least stable: (i).